# 1
Entry from the OMol25 dataset: a 7-piece molecular cluster, C13H28F9N3O10S overall in a non-equilibrium geometry (ωB97M-V/def2-TZVPD).

Element x y z (Å)
O1 -0.718 -5.016 1.570
O2 -8.155 1.875 1.105
O3 -0.204 1.165 -2.282
H1 3.362 3.849 1.003
O4 5.633 4.260 -1.740
H2 3.081 3.254 -0.760
C1 -3.324 0.123 1.418
F1 -1.283 1.232 0.645
C2 2.903 1.602 0.849
F2 -1.143 -0.972 1.365
C3 2.543 0.570 -0.369
O5 -1.521 -2.813 3.607
O6 2.143 -0.434 -3.297
F3 -4.447 -0.459 0.781
F4 -5.024 1.568 2.383
H3 3.564 0.112 -0.667
H4 -3.070 2.629 -2.516
H5 -1.170 -4.531 2.274
H6 1.426 -0.875 2.879
O7 -1.375 0.971 -5.882
H7 -8.404 1.283 1.825
C4 1.630 2.001 1.742
C5 -1.940 -0.046 0.618
H8 -1.266 0.434 -5.081
H9 2.155 1.253 -1.217
C6 3.507 2.987 0.263
H10 -0.559 -5.888 1.952
N1 1.515 -0.457 0.011
H11 0.910 -3.495 1.197
H12 5.742 3.331 -1.981
H13 1.701 -4.535 -0.094
N2 2.245 -1.143 2.303
C7 -2.098 -0.420 -0.938
H14 5.861 4.738 -2.547
H15 3.668 1.079 1.538
F5 -3.002 0.564 -1.477
H16 -1.141 -2.130 4.172
F6 -3.858 2.483 0.669
H17 1.956 2.696 2.609
S1 -0.523 -0.273 -1.940
H18 0.562 -3.251 -1.841
C8 0.950 -1.176 -1.162
H19 4.648 2.863 0.143
C9 1.465 -3.453 0.181
H20 -1.692 2.467 -3.142
F7 -2.737 -1.674 -1.166
N3 2.714 -2.627 0.468
H21 3.133 -1.271 2.804
C10 2.153 -1.348 0.976
H22 -0.573 -2.766 -0.395
H23 1.038 1.121 2.163
C11 -3.716 1.634 1.789
C12 0.478 -2.700 -0.831
C13 2.020 -1.339 -2.394
O8 -2.402 3.112 -3.014
H24 -1.683 -2.361 2.767
F8 -2.889 2.199 2.807
H25 -0.682 0.653 -6.472
O9 2.857 -2.436 -2.495
F9 -3.189 -0.567 2.677
H26 3.280 -3.078 1.207
H27 0.920 2.599 1.073
H28 -7.190 1.858 1.112
O10 -0.785 -1.031 -3.244

* gap between HOMO and LUMO: 5.71 eV
* lowest unoccupied orbital energy: -2.4 eV

These are the natural (NBO) partial charges, in e, on atoms 1 to 6: -0.959 -0.934 -0.853 0.226 -0.942 0.235


# 2
Entry from the OMol25 dataset: a 4-piece molecular cluster, C13H28N4O3 overall in a non-equilibrium geometry (ωB97M-V/def2-TZVPD).

Element x y z (Å)
H1 -1.974 -1.863 -4.623
N1 -0.446 -0.506 -0.486
H2 0.452 2.918 3.299
C1 -0.243 -3.247 1.049
H3 4.275 3.638 0.213
H4 1.107 1.964 0.698
C2 1.915 1.236 0.623
C3 0.045 -1.948 -3.915
H5 -2.288 4.957 1.048
H6 0.548 -2.451 -3.089
H7 -1.743 0.314 -3.241
N2 -0.867 -4.194 0.049
H8 0.814 -5.188 -0.417
O1 -2.122 2.833 -0.071
H9 3.244 2.730 -0.907
H10 -0.764 1.782 3.321
H11 0.204 -2.495 -4.844
O2 -2.351 -5.836 -0.398
C4 -1.356 2.517 0.874
H12 -1.925 -2.606 -3.000
H13 -1.041 -2.592 1.398
H14 0.426 -0.956 -4.155
C5 0.128 -4.542 -0.965
C6 -2.008 -4.880 0.306
C7 3.282 3.211 0.070
H15 -2.481 -4.466 1.210
C8 3.617 1.878 2.187
H16 -0.862 1.540 0.993
H17 -1.108 5.412 2.211
H18 0.144 -3.590 2.008
H19 0.504 -2.567 0.638
N3 2.949 2.131 1.037
H20 -1.034 3.191 4.142
H21 -2.489 4.733 2.863
H22 -2.938 -0.754 -2.350
C9 -1.499 -1.835 -3.642
C10 -1.934 -0.645 -2.761
C11 -0.630 2.855 3.187
H23 2.130 0.989 -0.417
H24 3.244 0.967 2.681
N4 -1.195 3.375 1.959
H25 2.477 3.946 0.098
H26 1.845 0.312 1.198
H27 -0.257 -5.229 -1.719
O3 4.557 2.553 2.525
C12 -1.843 4.638 1.990
C13 -1.106 -0.563 -1.468
H28 0.601 -3.667 -1.410

* SMILES: CN(C)C=O.CN(C)C=O.CN(C)C=O.CCCC#N
* gap between HOMO and LUMO: 9.52 eV
* lowest unoccupied orbital energy: 0.5 eV

These are the natural (NBO) partial charges, in e, on atoms 1 to 6: 0.220 -0.422 0.199 -0.436 0.242 0.196


# 3
Entry from the OMol25 dataset: C13H28N4OP2STl as an isolated structure in a non-equilibrium geometry (ωB97M-V/def2-TZVPD).

Element x y z (Å)
C1 -0.620 -3.212 -1.111
C2 -2.349 -1.675 -1.591
C3 -1.132 3.111 -1.659
C4 -2.883 -0.254 -1.321
H1 1.336 3.454 -1.038
H2 1.149 2.252 -3.828
C5 0.616 -3.685 -0.634
S1 -1.736 -0.264 2.216
H3 0.168 -1.155 6.047
H4 2.298 -1.735 -4.344
H5 -2.086 1.735 -3.070
H6 1.119 2.388 4.894
N1 0.102 -1.115 3.972
H7 -3.093 -2.329 -1.089
N2 -0.980 -1.951 -1.206
H8 0.995 -1.401 -3.023
H9 2.911 -2.808 -0.681
H10 -3.377 0.066 -2.267
H11 2.003 0.435 6.263
H12 1.582 -1.843 5.196
H13 2.036 -3.268 1.349
C6 1.548 -1.026 -3.917
C7 0.871 -1.013 5.210
H14 -1.316 -3.999 -1.472
H15 -0.114 3.867 0.521
C8 1.565 0.332 5.269
O1 2.856 0.551 -2.529
H16 -1.679 3.971 -1.203
P1 0.197 2.833 -0.393
Tl1 0.183 0.074 0.052
H17 2.435 2.016 -4.991
C9 0.573 1.450 5.010
H18 -0.596 3.450 -2.559
H19 0.986 1.117 -5.211
N3 -1.989 0.853 -1.050
H20 -0.295 -2.013 3.691
H21 -0.697 1.941 3.383
C10 2.241 0.326 -3.581
H22 0.777 -4.767 -0.714
H23 0.802 -0.923 -4.730
H24 2.406 0.348 4.561
H25 -3.697 -0.388 -0.566
H26 -0.146 1.536 5.842
H27 -3.157 2.482 -1.873
C11 1.666 1.479 -4.434
P2 1.749 -2.519 0.125
N4 -0.148 1.172 3.779
C12 -2.130 1.971 -1.985
C13 -0.520 -0.067 3.389
H28 -2.427 -1.797 -2.697

* spin multiplicity: 2
* gap between HOMO and LUMO (alpha / beta): 4.84 / 4.76 eV
* total charge: +2
* energy relative to the best compared isomer or geometry (same formula, charge and spin): 43.4 kcal per mole
* lowest unoccupied orbital energy (alpha / beta): -9.0 / -9.0 eV

These are the natural (NBO) partial charges, in e, on atoms 1 to 6: 0.018 -0.277 -0.694 -0.278 0.077 0.221


# 4
Entry from the OMol25 dataset: C13H29Br2Cl7NO11PS2 as an isolated structure in a non-equilibrium geometry (ωB97M-V/def2-TZVPD).

Element x y z (Å)
H1 0.090 -1.669 2.170
O1 0.277 3.256 -2.850
C1 2.705 -0.383 -3.952
C2 3.297 3.974 -6.030
H2 1.005 -1.496 -2.992
O2 4.274 -1.359 -2.515
C3 0.999 -1.521 7.137
O3 -0.505 2.675 1.792
O4 -3.612 -5.562 -2.414
Cl1 0.219 -2.366 -1.828
H3 4.379 0.634 -3.008
H4 2.436 3.349 -5.802
O5 -2.097 3.947 -2.826
H5 4.848 -0.498 -4.301
H6 -3.432 5.250 -1.912
Cl2 -4.412 -1.206 6.322
O6 -0.810 4.141 -4.921
Cl3 -1.632 -0.627 5.581
H7 2.966 4.854 -6.580
H8 -3.660 -3.752 4.159
Cl4 -1.907 -4.470 2.766
H9 1.509 -2.165 9.092
Br1 4.407 2.977 -7.284
Cl5 -2.648 -1.105 0.998
O7 -0.359 5.637 -3.005
H10 -2.000 4.789 -0.957
H11 -3.603 0.528 4.934
H12 -3.470 -1.069 4.157
C4 4.078 4.377 -4.806
C5 1.948 -0.857 -2.706
Br2 4.325 2.869 -3.598
H13 -0.821 3.538 1.369
H14 -1.148 1.924 1.618
H15 -2.177 -4.099 5.056
H16 -2.101 6.645 -3.398
H17 2.671 -1.067 8.357
H18 -0.333 2.790 2.771
S1 -0.642 4.123 -3.503
H19 -0.183 0.338 0.863
P1 -0.526 -1.056 0.982
C6 4.142 -0.324 -3.485
Cl6 -1.110 -1.943 3.308
H20 2.587 -2.742 7.827
H21 -1.385 6.990 -1.804
Cl7 -4.611 -6.420 3.511
O8 -1.389 -6.292 -1.818
H22 2.348 0.572 -4.340
H23 2.603 -1.131 -4.744
O9 -2.135 -4.070 -1.216
H24 -3.812 -5.814 5.629
C7 -2.843 -4.465 4.272
C8 -3.337 -0.517 5.086
O10 -1.690 -4.617 -3.527
C9 -1.581 6.211 -2.539
H25 1.658 -0.024 -2.063
H26 5.068 4.765 -5.036
H27 3.528 5.118 -4.226
S2 -2.206 -5.143 -2.247
O11 2.922 -2.469 -1.114
C10 -2.362 5.049 -1.956
C11 -3.356 -5.841 4.637
C12 1.986 -1.890 8.149
N1 0.221 -1.230 6.343
C13 3.048 -1.682 -2.002
H28 -0.099 -1.802 -0.234
H29 -2.551 -6.575 4.651

* gap between HOMO and LUMO: 1.71 eV
* total charge: -2
* energy relative to the best compared isomer or geometry (same formula, charge and spin): 68.8 kcal per mole
* lowest unoccupied orbital energy: 1.5 eV

These are the natural (NBO) partial charges, in e, on atoms 1 to 6: 0.148 -0.872 -0.442 -0.444 0.300 -0.522


# 5
Entry from the OMol25 dataset: C13H29Br2GeKO4 as an isolated structure (ωB97M-V/def2-TZVPD).

Element x y z (Å)
C1 2.345 2.912 -0.235
H1 -0.786 -0.703 4.153
C2 0.168 -2.811 2.243
H2 -3.657 -2.710 1.002
K1 0.013 -0.208 0.066
H3 -2.946 1.299 3.037
H4 0.353 -3.875 2.444
C3 2.762 0.739 -3.294
H5 -2.798 -0.426 3.371
Br1 0.702 3.066 0.750
H6 1.440 1.136 3.124
O1 1.347 -0.650 2.221
C4 -2.557 0.354 2.639
O2 -2.578 -0.989 0.594
H7 1.133 0.102 -6.072
H8 -2.573 -2.183 2.292
H9 0.204 3.057 -2.172
H10 1.540 1.825 -6.098
C5 1.049 0.145 3.354
C6 0.452 2.948 -3.231
H11 -1.682 -4.159 1.045
C7 0.848 1.084 -5.689
H12 -0.609 1.042 4.373
H13 -0.114 -1.153 -3.092
H14 2.105 2.571 -1.237
C8 -3.207 0.066 1.295
O3 -1.154 0.414 2.467
C9 -2.677 -2.260 1.206
O4 -0.286 -2.632 0.917
H15 3.408 1.504 -3.732
Br2 3.523 1.631 0.581
H16 -0.155 1.309 -6.057
C10 1.468 -2.050 2.407
H17 1.576 -0.237 4.237
H18 -4.269 -0.153 1.467
C11 -0.435 0.218 3.668
H19 -0.579 -2.465 2.965
H20 1.901 -2.268 3.390
H21 2.834 3.877 -0.240
H22 1.278 3.617 -3.483
H23 2.174 -2.390 1.648
H24 -1.329 0.125 -2.972
H25 -1.661 -3.192 -0.442
H26 -0.422 3.279 -3.797
H27 2.956 0.686 -2.220
C12 -1.586 -3.142 0.644
Ge1 0.851 1.064 -3.707
H28 3.059 -0.227 -3.711
H29 -3.149 0.932 0.636
C13 -0.279 -0.119 -2.757

* gap between HOMO and LUMO: 5.17 eV
* energy relative to the best compared isomer or geometry (same formula, charge and spin): 12.7 kcal per mole
* lowest unoccupied orbital energy: -0.2 eV

These are the natural (NBO) partial charges, in e, on atoms 1 to 6: -0.529 0.160 -0.093 0.186 0.845 0.188


# 6
Entry from the OMol25 dataset: C13H29IrN5S2 as an isolated structure in a non-equilibrium geometry (ωB97M-V/def2-TZVPD).

Element x y z (Å)
H1 -3.790 -1.112 0.585
H2 0.942 -0.317 2.921
N1 0.739 1.978 -0.517
C1 0.428 -2.281 2.110
H3 1.598 1.791 2.151
H4 0.873 2.032 -1.525
H5 1.870 3.540 0.318
H6 3.588 0.396 0.332
C2 2.356 -2.832 -5.652
C3 -0.458 2.784 -0.206
H7 -1.846 3.011 1.418
H8 -0.241 3.852 -0.265
N2 1.969 -0.663 1.124
H9 -0.625 -2.633 0.402
H10 0.641 -4.140 -6.087
N3 -1.206 0.989 1.244
C4 2.404 1.804 1.416
Ir1 0.237 -0.200 -0.212
H11 2.938 -3.756 -5.628
H12 0.983 -3.143 1.738
N4 2.515 -2.114 -4.389
H13 3.431 -1.772 -4.127
C5 -1.972 -1.721 1.586
H14 -2.984 1.247 0.140
C6 -2.618 0.636 0.966
C7 1.405 -1.151 2.392
H15 -1.958 -1.286 2.587
N5 -0.581 -1.902 1.109
S1 0.041 -2.703 -4.259
H16 0.413 -2.477 -6.606
H17 -2.334 -0.994 -0.404
H18 -3.240 0.860 1.838
H19 -0.044 -2.574 3.049
H20 -1.229 2.553 -0.944
H21 2.413 -1.457 0.656
H22 2.796 2.360 -0.606
H23 2.745 -2.224 -6.470
H24 3.193 2.430 1.836
C8 -2.737 -0.836 0.609
C9 -0.946 2.440 1.186
C10 1.476 -2.000 -3.605
C11 1.985 2.473 0.113
H25 3.634 0.198 2.081
H26 -0.190 2.709 1.920
H27 2.194 -1.540 3.041
C12 0.860 -3.104 -5.837
H28 -0.979 0.640 2.170
C13 2.975 0.412 1.234
H29 -2.470 -2.688 1.668
S2 1.603 -1.272 -2.072

* gap between HOMO and LUMO: 5.88 eV
* total charge: +3
* energy relative to the best compared isomer or geometry (same formula, charge and spin): 55.2 kcal per mole
* lowest unoccupied orbital energy: -11.9 eV

These are the natural (NBO) partial charges, in e, on atoms 1 to 6: 0.288 0.213 -0.599 -0.258 0.206 0.431